# 1
The following is a DFT calculation (ωB97M-V with the def2-TZVPD basis set) of C13H28NO3P2Ru as an isolated structure.

The geometry in ORCA input format:
```
! RIJCOSX wB97M-V def2-TZVPD def2/J DEFGRID3
* xyz 1 5
Ru -0.197 0.224 0.246
P -2.210 -0.502 -0.529
P 1.929 1.318 0.299
O 1.076 -5.021 -0.044
O -0.545 -4.297 -4.551
O 0.328 -2.190 1.770
N -0.103 1.041 -1.838
C -0.969 0.517 -2.777
C 1.740 2.449 -1.082
C 0.835 1.918 -2.180
C -2.666 -2.250 -0.257
C 2.191 2.137 1.833
C -0.773 0.892 -4.140
C 3.439 0.341 -0.126
C -0.059 -1.028 1.782
C -0.535 -0.202 2.915
C 0.873 2.502 -3.459
C -1.977 -0.290 -2.275
C -3.706 0.431 -0.065
C 0.121 1.902 -4.480
H -3.494 1.478 -0.303
H 0.902 -4.921 -0.996
H 4.300 1.020 -0.226
H 2.721 2.728 -1.477
H 1.019 -0.698 -0.420
H 1.246 3.328 -0.647
H 0.152 0.642 3.112
H 0.262 -3.753 -4.394
H -1.430 0.453 -4.881
H -3.493 -2.630 -0.875
H 1.542 3.340 -3.599
H -2.975 -2.356 0.790
H -1.344 -3.756 -4.469
H 0.730 -4.137 0.316
H 1.306 2.772 1.989
H -1.761 -2.850 -0.421
H 3.114 2.733 1.761
H 2.261 1.371 2.620
H -2.741 -0.648 -3.018
H -1.552 0.162 2.680
H 1.349 -0.026 -0.761
H -0.589 -0.840 3.807
H 0.172 2.334 -5.492
H -1.337 1.368 0.710
H 3.646 -0.421 0.646
H -4.573 0.081 -0.633
H 3.338 -0.207 -1.081
H -3.885 0.328 1.017
*
```

LUMO level (spin up / spin down) = -2.67 / -5.49 eV
HOMO (spin up / spin down) = -8.39 / -11.87 eV
relative energy (zero: lowest compared OMol25 entry of this formula, charge and spin) = 29.71 kJ/mol
orbital gap (spin up / spin down) = 5.71 / 6.38 eV

# 2
The following is a DFT calculation (ωB97M-V with the def2-TZVPD basis set) of one molecule with the formula C4H6N2O3S.

The geometry in ORCA input format:
```
! RIJCOSX wB97M-V def2-TZVPD def2/J DEFGRID3
* xyz 0 1
S -0.556 0.516 1.704
O -0.421 -0.802 2.256
O -2.177 -0.657 -1.396
O -1.805 0.488 0.610
N 0.746 0.579 0.523
N 1.996 1.320 -1.146
C -2.254 -0.703 -0.015
C 2.505 0.131 -0.702
C 1.749 -0.340 0.325
C 0.964 1.561 -0.400
H 0.320 2.413 -0.484
H -3.316 -0.814 0.224
H -1.689 -1.551 0.415
H -1.252 -0.621 -1.683
H 1.814 -1.223 0.927
H 3.375 -0.297 -1.157
*
```

LUMO level = 0.55 eV
HOMO = -9.39 eV
relative energy (zero: lowest compared OMol25 entry of this formula, charge and spin) = 18.71 kJ/mol
orbital gap = 9.94 eV

# 3
The following is a DFT calculation (ωB97M-V with the def2-TZVPD basis set) of C29H43CdNPSb2 as an isolated structure.

The geometry in ORCA input format:
```
! RIJCOSX wB97M-V def2-TZVPD def2/J DEFGRID3
* xyz 1 1
Sb -1.715 2.112 -0.198
Sb -2.174 -1.936 -0.310
Cd 0.065 -0.174 -0.131
P 0.553 -0.092 -2.896
N -0.194 -0.105 2.571
C -2.404 -3.947 0.345
C -4.620 1.180 -0.443
C -3.745 1.960 0.499
C 2.888 -3.887 -4.059
C 1.492 -1.574 -3.379
C -3.969 -1.077 0.555
C -5.364 1.891 -1.387
C 3.209 -0.649 -0.027
C 2.148 -3.847 -2.888
C -2.769 -2.136 -2.340
C 1.028 0.686 2.771
C -6.346 -0.124 -2.223
C 4.454 -0.701 0.593
C -1.109 3.874 0.834
C -4.738 -0.217 -0.405
C -2.132 2.961 -2.105
C 4.578 -0.322 1.920
C -0.012 -1.469 3.059
C -5.617 -0.840 -1.292
C -6.213 1.256 -2.276
C 2.218 0.170 1.988
C 3.456 0.106 2.615
C 2.242 -1.625 -4.553
C -1.309 0.526 3.261
C 1.454 -2.693 -2.551
C 2.073 -0.209 0.649
C 1.766 1.268 -3.022
C -0.498 0.204 -4.366
C 2.937 -2.775 -4.890
H 5.539 -0.365 2.415
H 0.894 -2.655 -1.621
H -0.090 4.129 0.550
H 2.117 -4.708 -2.233
H -1.134 0.607 4.343
H 3.144 -0.969 -1.062
H -1.141 3.706 1.909
H 2.519 1.155 -2.242
H 0.216 -1.490 4.133
H -5.738 -1.916 -1.234
H 3.433 -4.783 -4.324
H -1.204 -0.616 -4.493
H 3.520 -2.805 -5.801
H 2.291 -0.765 -5.209
H -5.288 2.972 -1.405
H 2.251 1.299 -3.998
H -2.705 2.253 -2.700
H 1.277 0.729 3.842
H 1.249 2.217 -2.860
H 0.806 -1.950 2.524
H 0.112 0.286 -5.266
H -0.928 -2.042 2.896
H -7.024 -0.636 -2.892
H -4.571 -1.929 0.873
H -4.098 2.989 0.574
H -3.345 -4.341 -0.034
H -3.662 -0.537 1.449
H -2.712 3.874 -1.981
H 5.319 -1.045 0.040
H -3.685 -2.716 -2.423
H -1.468 1.535 2.874
H -3.727 1.545 1.505
H 3.546 0.394 3.657
H -1.201 3.195 -2.617
H -2.932 -1.149 -2.769
H 0.801 1.711 2.457
H -1.776 4.695 0.578
H -2.219 -0.058 3.113
H -1.580 -4.553 -0.027
H -1.967 -2.638 -2.883
H -2.404 -3.984 1.432
H -1.058 1.129 -4.235
H -6.783 1.836 -2.989
*
```

LUMO level = -2.01 eV
HOMO = -10.85 eV
relative energy (zero: lowest compared OMol25 entry of this formula, charge and spin) = 11.93 kJ/mol
orbital gap = 8.84 eV

# 4
The following is a DFT calculation (ωB97M-V with the def2-TZVPD basis set) of one molecule with the formula C2H3NOS2.

The geometry in ORCA input format:
```
! RIJCOSX wB97M-V def2-TZVPD def2/J DEFGRID3
* xyz 0 1
S -1.224 -2.246 -0.954
S 1.269 2.909 1.158
O 1.029 0.433 0.590
N -0.552 -0.924 -0.367
C 0.662 -0.647 -0.074
C 0.490 1.614 0.447
H -0.552 1.895 -0.222
H 1.583 -1.174 -0.019
H -2.704 -1.861 -0.559
*
```

structure (SMILES) = S=CO/C=N/S
LUMO level = -0.29 eV
HOMO = -8.89 eV
relative energy (zero: lowest compared OMol25 entry of this formula, charge and spin) = 344.54 kJ/mol
orbital gap = 8.61 eV

# 5
The following is a DFT calculation (ωB97M-V with the def2-TZVPD basis set) of one molecule with the formula C6H12OS.

The geometry in ORCA input format:
```
! RIJCOSX wB97M-V def2-TZVPD def2/J DEFGRID3
* xyz 0 1
S 0.682 -1.931 -1.076
O -2.608 -0.873 -0.415
C 1.399 -0.906 1.413
C -0.517 0.237 0.055
C 1.445 1.529 -0.899
C 0.032 1.307 -0.506
C -2.012 0.211 0.309
C 0.155 -1.015 0.473
H 2.043 0.652 -0.754
H -0.531 -1.923 -1.638
H 1.563 1.820 -1.992
H -2.697 -0.629 -1.340
H -0.590 -1.662 0.959
H -2.465 1.187 0.019
H 2.231 -0.431 0.924
H 1.698 -1.886 1.749
H -0.637 2.199 -0.646
H 1.137 -0.267 2.276
H -2.189 0.046 1.372
H 1.863 2.337 -0.285
*
```

structure (SMILES) = C/C=C(/CO)[C@H](C)S
LUMO level = 0.73 eV
HOMO = -8.63 eV
relative energy (zero: lowest compared OMol25 entry of this formula, charge and spin) = 91.14 kJ/mol
orbital gap = 9.36 eV

# 6
The following is a DFT calculation (ωB97M-V with the def2-TZVPD basis set) of one molecule with the formula C7H9BrO7S.

The geometry in ORCA input format:
```
! RIJCOSX wB97M-V def2-TZVPD def2/J DEFGRID3
* xyz 0 1
Br 1.958 -3.358 -1.764
S -2.667 0.614 0.928
O -2.009 1.568 1.754
O -2.376 0.895 -0.600
O 3.351 1.286 2.340
O -4.043 0.339 1.111
O 1.850 2.099 0.869
O -0.706 -2.948 -2.267
O -1.829 -0.772 1.012
C -0.010 -1.969 -0.174
C 0.138 -2.719 -1.473
C 1.141 0.936 0.413
C -1.020 0.364 -0.920
C 3.109 1.815 1.301
C -1.165 -0.981 -0.238
C 0.013 1.428 -0.475
H 0.953 -1.552 0.104
H 3.899 2.122 0.602
H 1.835 0.312 -0.168
H -1.019 0.289 -2.004
H -0.256 -2.717 0.591
H 0.791 0.352 1.269
H -0.493 2.250 0.025
H 0.466 1.843 -1.380
H -1.914 -1.496 -0.857
*
```

structure (SMILES) = O=COCC[C@@H]1OS(=O)(=O)O[C@@H]1CC(=O)Br
LUMO level = 0.04 eV
HOMO = -11.20 eV
orbital gap = 11.24 eV

Number 1: largest force on an atom 3.44 eV/Å. Number 2: largest force on an atom 1.97 eV/Å. Number 3: largest force on an atom 0.12 eV/Å. Number 4: largest force on an atom 4.94 eV/Å. Number 5: largest force on an atom 1.50 eV/Å. Number 6: largest force on an atom 1.89 eV/Å.